The following is a DFT calculation (ωB97M-V/def2-TZVPD) of a molecular structure, C24H53GaO8P.

The geometry in ORCA input format:
```
! RIJCOSX wB97M-V def2-TZVPD def2/J DEFGRID3
* xyz -1 1
C -3.881 0.314 -0.029
C -2.895 0.093 -1.185
C -2.693 1.363 -2.046
C -1.462 2.191 -1.648
C -1.712 3.225 -0.556
C -0.426 4.018 -0.207
C 0.242 3.501 1.076
Ga 1.242 1.760 0.910
O -0.025 0.336 0.865
C 0.489 -0.949 1.006
C -0.586 -1.864 1.585
P 2.717 1.643 -0.966
O 3.310 0.063 -0.900
O 1.791 1.582 -2.386
H -4.757 0.851 -0.401
H -4.211 -0.636 0.394
H -3.430 0.929 0.752
H -3.281 -0.703 -1.818
H -1.918 -0.196 -0.792
H -3.610 1.961 -2.027
H -2.538 1.018 -3.075
H -1.099 2.732 -2.527
H -0.685 1.502 -1.315
H -2.479 3.938 -0.881
H -2.069 2.754 0.364
H -0.646 5.092 -0.165
H 0.270 3.891 -1.045
H -0.493 3.419 1.881
H 0.972 4.237 1.423
H 2.228 1.558 2.177
H 1.387 -0.982 1.641
H 0.759 -1.361 0.011
H -0.294 -2.920 1.541
H -1.503 -1.757 1.000
H -0.806 -1.582 2.617
H 2.590 -0.577 -0.990
H 2.124 0.869 -2.943
C 1.782 5.980 5.749
C 1.792 5.142 4.489
O 0.767 4.779 3.966
C 3.132 4.766 3.901
H 0.751 6.167 6.044
H 2.306 5.459 6.550
H 2.291 6.929 5.573
H 3.710 4.182 4.611
H 3.698 5.661 3.639
H 2.950 4.171 3.008
C -4.452 -3.062 -5.435
C -3.258 -2.585 -4.640
O -3.386 -1.939 -3.628
C -1.899 -2.957 -5.179
H -5.367 -2.733 -4.948
H -4.412 -2.659 -6.448
H -4.447 -4.152 -5.500
H -1.768 -2.554 -6.183
H -1.801 -4.041 -5.232
H -1.131 -2.553 -4.522
C -1.768 -6.895 -8.678
C -1.140 -5.759 -7.904
O -1.690 -4.690 -7.787
C 0.210 -6.025 -7.282
H -2.731 -6.578 -9.072
H -1.119 -7.189 -9.504
H -1.911 -7.758 -8.026
H 0.934 -6.287 -8.055
H 0.141 -6.856 -6.578
H 0.551 -5.136 -6.756
C 7.091 4.414 5.991
C 6.142 5.432 6.577
O 4.998 5.517 6.201
C 6.693 6.337 7.654
H 6.578 3.829 5.232
H 7.948 4.918 5.540
H 7.455 3.747 6.775
H 7.535 6.913 7.265
H 7.042 5.743 8.500
H 5.916 7.019 7.989
C -2.402 -4.545 3.207
C -2.619 -5.991 2.845
O -3.269 -6.742 3.537
C -1.976 -6.460 1.560
H -2.907 -4.320 4.144
H -1.336 -4.342 3.314
H -2.794 -3.899 2.421
H -0.895 -6.321 1.611
H -2.357 -5.878 0.719
H -2.200 -7.513 1.404
*
```

Calculated values
HOMO-LUMO gap: 4.96 eV
LUMO level: 0.0670 Eh
F_max: 0.8 eV Å⁻¹
Electronic energy: -103794.0019 eV
HOMO level: -3.140 eV